Formula: C29H64BN2O9PSTa
Source: OMol25
Level of theory: ωB97M-V/def2-TZVPD

Geometry as ORCA input:
```
! RIJCOSX wB97M-V def2-TZVPD def2/J DEFGRID3
* xyz -1 1
Ta 0.3096 0.7557 -4.0166
S -1.6220 0.1872 -1.1451
P 2.7667 -0.1895 -4.0823
O -2.3969 -1.0134 -0.9380
O -2.3448 1.2691 -1.7715
O 2.5593 -4.8759 5.0638
O 1.6080 2.7814 -6.2786
O 7.6823 -0.4985 -1.8645
O 4.6244 -4.2421 5.7018
O 9.8889 -0.1486 -2.1404
O 3.8796 -3.7103 3.6598
O 8.3936 0.8554 -3.4927
N 0.2622 1.1035 -7.4508
N 2.8422 -1.3302 -2.9439
C 2.3404 1.7933 0.4514
C -1.1592 1.3726 -7.6315
C -6.7406 -1.0230 2.1924
C -2.2854 -0.4121 4.6115
C -1.0111 -1.5948 2.7030
C -2.2069 1.1298 4.7521
C 6.9915 0.6603 -3.7216
C 1.4718 -0.2255 1.8216
C -0.1105 -0.2202 -1.9482
C -4.0797 2.6355 3.8407
C 5.7490 -3.7231 4.9901
C -8.1725 -0.7776 1.6756
C -2.7932 1.8496 3.4958
C 1.1821 2.7519 -1.5795
C -6.1661 1.3170 3.0746
C 2.5862 0.3212 0.8694
C -5.8282 0.1967 2.0937
C -8.4146 -1.5282 0.3462
C 6.5135 0.1504 -2.3848
C 2.4364 2.0245 -1.0822
C 1.0512 2.7356 -3.1129
C 0.2201 -2.4649 2.3700
C -0.9198 -1.0236 4.1409
C 3.5845 -4.3307 4.8304
C -5.2225 2.5252 2.8137
C 1.4520 -1.7530 1.7268
C 5.0973 -2.9847 3.8444
C 0.5750 -0.3063 -7.6594
C 8.7639 0.0490 -2.4668
B 0.7935 1.6394 -6.1740
H -1.2594 0.6396 0.0987
H -2.9559 1.0930 2.7320
H -8.8637 -1.2082 2.4006
H -1.2514 -0.8356 1.9640
H -0.2088 -0.9402 -7.2353
H 5.6829 -0.5500 -2.4698
H -0.7580 -1.8988 4.7680
H -1.4087 2.3435 -7.2117
H 1.3023 3.8004 -1.2782
H -4.7982 2.4632 1.8107
H 2.0021 3.0004 -3.5836
H -0.1233 -3.2056 1.6462
H 6.5133 1.5909 -4.0159
H -4.8157 -0.1299 2.3106
H 0.5508 0.2458 1.4938
H -6.2937 -1.7980 1.5693
H 5.6957 -2.9991 2.9369
H -5.7919 3.4555 2.8502
H 0.6745 -0.0632 -1.2049
H 1.3505 2.0526 0.8256
H 0.4782 -3.0283 3.2657
H -4.4795 2.3557 4.8149
H -6.7151 -1.3974 3.2178
H 1.7877 0.0854 2.8170
H -1.8711 -2.2663 2.7182
H 0.3020 2.3940 -1.0484
H -1.8037 0.5871 -7.2190
H -0.1582 -1.2966 -2.1104
H -5.8407 0.6085 1.0898
H 2.5328 1.0641 -1.5861
H -1.1732 1.4317 4.8977
H 1.5513 -0.5579 -7.2503
H -5.9986 0.9861 4.1006
H 3.0491 2.4460 0.9635
H -1.3955 1.3512 -4.3382
H -8.4060 0.2760 1.5477
H 4.8561 -1.9494 4.0941
H 3.2919 2.6735 -1.2568
H 6.2283 0.9570 -1.7064
H 6.3685 -4.5566 4.6526
H -0.1094 -0.3048 4.2198
H -7.4942 -1.6955 -0.2063
H -2.5373 -0.8523 5.5759
H -7.1967 1.6425 2.9432
H -2.0287 2.5316 3.1232
H 0.6422 -0.4799 -8.7384
H 3.5722 0.1500 1.2992
H 3.1021 -2.2152 -3.3670
H -0.1792 -0.8754 -4.7965
H 6.3445 -3.0751 5.6286
H 2.3299 -2.1050 2.2871
H 3.6644 0.8742 -3.7393
H 2.4278 2.6205 -5.7970
H 1.6189 -2.0866 0.7059
H 2.5258 -0.2756 -0.0428
H -2.7997 1.4263 5.6160
H 0.3389 3.5115 -3.4121
H -3.7908 3.6848 3.9202
H -8.9131 -2.4784 0.5242
H -3.0593 -0.6896 3.9020
H -9.0774 -0.9448 -0.2938
H -1.3633 1.4236 -8.7075
H 6.8621 -0.0727 -4.5202
H 3.1219 -0.6625 -5.3801
*
```

## Properties
LUMO   0.0629 Eh
E_HOMO   -4.638 eV